Entry 1:
{
  "formula": "C6H9NO",
  "method": "wB97M-V/def2-TZVPD",
  "symbols": ["C", "C", "O", "C", "C", "C", "N", "C", "H", "H", "H", "H", "H", "H", "H", "H", "H"],
  "xyz": [[-1.85179, -1.05080, -0.19234], [-0.69758, -0.84702, 0.74457], [-0.66573, -1.29148, 1.86769], [0.47111, -0.02248, 0.23044], [1.78530, -0.78423, 0.24939], [0.52537, 1.42380, 0.48885], [-0.80409, 1.73560, -0.50941], [0.34661, 1.01499, -0.91040], [-2.58289, -1.72113, 0.25329], [-1.49388, -1.45635, -1.13883], [-2.29577, -0.07773, -0.40161], [1.76757, -1.58878, -0.48486], [2.62384, -0.12295, 0.03689], [1.92684, -1.22376, 1.23560], [0.75440, 2.18597, 1.20542], [-0.79270, 2.68170, -0.90293], [0.98339, 1.14464, -1.77177]],
  "charge": 0,
  "smiles": "CC(=O)[C@]1(C)[C@@H]2N[C@@H]21",
  "de_lowest_kj_mol": 340.7
}

---

Entry 2:
{
  "formula": "C3H2O2S",
  "method": "wB97M-V/def2-TZVPD",
  "symbols": ["S", "C", "O", "C", "C", "O", "H", "H"],
  "xyz": [[-0.54734, 0.51331, 1.76822], [0.07848, 0.08068, 0.41468], [0.47047, 0.80806, -0.59430], [0.49958, 0.17377, -1.85235], [0.11834, -1.01598, -1.52301], [-0.05122, -1.11836, -0.12086], [0.65462, 0.82954, -2.80602], [0.57041, -1.99087, -2.00020]],
  "charge": 0,
  "smiles": "S=c1occo1",
  "de_lowest_kj_mol": 192.0
}

---

Entry 3:
{
  "formula": "C21H17N4O2PdS",
  "method": "wB97M-V/def2-TZVPD",
  "symbols": ["Pd", "C", "O", "C", "C", "C", "C", "C", "C", "N", "N", "C", "C", "O", "C", "C", "C", "C", "C", "C", "C", "C", "H", "H", "H", "H", "H", "H", "H", "H", "H", "H", "H", "H", "H", "S", "C", "N", "C", "C", "C", "N", "H", "H", "H", "H"],
  "xyz": [[-0.82992, 1.48545, 1.07483], [1.43959, 2.63058, 3.34450], [1.12748, 1.36324, 2.76991], [2.10705, 0.59040, 2.21799], [3.37989, 0.51002, 2.77673], [4.33302, -0.36624, 2.27912], [4.00804, -1.18083, 1.20661], [2.74319, -1.10051, 0.64504], [1.76892, -0.21890, 1.11511], [0.52000, -0.08854, 0.43460], [0.14654, -1.22471, -0.01466], [-0.94192, -1.43643, -0.78630], [-1.97309, -0.48548, -1.13532], [-1.86794, 0.74750, -0.98698], [-3.22718, -1.02942, -1.65191], [-3.37321, -2.31865, -1.99137], [-2.30325, -3.26608, -1.80719], [-2.44131, -4.60194, -2.22113], [-1.43140, -5.51530, -2.03633], [-0.24477, -5.09619, -1.41636], [-0.09066, -3.79126, -1.00573], [-1.11072, -2.83280, -1.19124], [2.50047, 2.74435, 3.54603], [0.88300, 2.71014, 4.27528], [1.10070, 3.40582, 2.65810], [3.62392, 1.10843, 3.64182], [5.31615, -0.41015, 2.73384], [4.73482, -1.87456, 0.80128], [2.48514, -1.71116, -0.20977], [-4.03352, -0.31804, -1.78897], [-4.31051, -2.67167, -2.40992], [-3.37257, -4.90480, -2.69157], [-1.54913, -6.54197, -2.36213], [0.56010, -5.80566, -1.26025], [0.82169, -3.47515, -0.51922], [-2.21871, 3.18142, 1.99013], [-1.29875, 3.42468, 0.55213], [-1.97321, 3.43685, -0.70022], [-1.49511, 4.04800, -1.78505], [-0.35865, 4.78530, -1.72754], [0.32908, 4.75727, -0.47595], [-0.07948, 4.14811, 0.58405], [-2.65359, 2.69820, -0.80204], [-2.06775, 3.91521, -2.69397], [0.02875, 5.30948, -2.58738], [1.28882, 5.26599, -0.38860]],
  "charge": -1,
  "e_tot_ha": -1706.0278
}

---

Entry 4:
{
  "formula": "C49H62BBrF4IrN4P3",
  "method": "wB97M-V/def2-TZVPD",
  "symbols": ["Ir", "C", "C", "C", "C", "P", "C", "N", "B", "N", "C", "P", "C", "C", "C", "C", "C", "C", "C", "C", "C", "C", "C", "C", "C", "C", "C", "C", "C", "C", "H", "H", "H", "H", "H", "H", "H", "H", "H", "H", "H", "H", "H", "H", "H", "H", "H", "H", "H", "H", "H", "H", "H", "H", "H", "H", "H", "H", "H", "H", "H", "H", "H", "H", "H", "H", "H", "H", "H", "H", "H", "H", "H", "H", "F", "C", "C", "F", "C", "F", "C", "P", "C", "C", "C", "C", "C", "C", "C", "C", "C", "C", "C", "C", "C", "Br", "C", "F", "H", "H", "H", "H", "H", "H", "H", "H", "H", "H", "C", "C", "C", "C", "N", "C", "C", "H", "H", "H", "H", "H", "H", "H", "N", "C", "H"],
  "xyz": [[-0.05333, -1.06874, 0.18483], [-1.11843, -0.50514, -6.32407], [0.09617, -0.32554, -5.40937], [1.26277, 0.33606, -6.13447], [0.53667, -1.68354, -4.86877], [-0.37553, 0.74856, -3.90317], [-1.91103, -0.06854, -3.18077], [-2.33943, 0.31476, -1.86837], [-1.72233, 0.08386, -0.56377], [-2.70613, 0.58156, 0.38483], [-2.60393, 0.64496, 1.82543], [-0.87023, 1.15056, 2.34473], [-1.02763, 3.06936, 2.46623], [-2.29923, 3.56546, 3.15263], [0.17737, 3.63126, 3.21803], [-1.00703, 3.54966, 1.01443], [-0.68713, 0.29436, 4.04823], [-1.79593, 0.61326, 5.04443], [0.67057, 0.70046, 4.62043], [-0.66523, -1.20604, 3.74563], [-3.83293, 0.97126, -0.28537], [-5.06723, 1.41926, 0.18513], [-6.05973, 1.67836, -0.73447], [-5.84083, 1.51016, -2.10907], [-4.62673, 1.07316, -2.59377], [-3.60943, 0.80316, -1.68147], [-0.61853, 2.62456, -4.16247], [-1.21413, 2.92586, -5.53127], [-1.53923, 3.15946, -3.07267], [0.77517, 3.22766, -4.00917], [-0.79053, -1.04204, -7.21437], [-1.54683, 0.43326, -6.66147], [-1.89493, -1.10674, -5.85777], [1.53237, -0.25714, -7.00517], [2.13607, 0.39236, -5.49047], [1.02227, 1.33196, -6.49127], [0.79537, -2.33064, -5.70427], [-0.24923, -2.17534, -4.30187], [1.41657, -1.58394, -4.24187], [-1.69223, -1.13944, -3.18807], [-2.69993, 0.13616, -3.91327], [-2.80473, -0.33734, 2.26673], [-3.33263, 1.35126, 2.22553], [-2.45653, 3.11516, 4.12713], [-3.19183, 3.42636, 2.54943], [-2.18403, 4.63806, 3.30873], [0.04847, 3.54296, 4.29303], [0.27047, 4.69356, 2.99773], [1.10917, 3.14976, 2.93183], [-1.78183, 3.06516, 0.42303], [-0.04193, 3.34976, 0.55923], [-1.18093, 4.62386, 0.98563], [-1.68713, 1.60906, 5.46093], [-1.72793, -0.08914, 5.87343], [-2.79043, 0.52166, 4.61833], [0.96567, 0.00326, 5.40253], [1.43327, 0.70836, 3.84173], [0.63697, 1.68756, 5.06763], [-1.65723, -1.60004, 3.53623], [-0.27633, -1.75854, 4.59873], [-0.00973, -1.41364, 2.89383], [-5.26033, 1.56006, 1.23673], [-7.03173, 2.00076, -0.40107], [-6.64363, 1.71636, -2.79747], [-4.50373, 0.95076, -3.65857], [-2.18353, 2.45346, -5.67177], [-0.55363, 2.65356, -6.34717], [-1.36643, 4.00266, -5.58777], [-2.55853, 2.79716, -3.17527], [-1.57203, 4.24376, -3.16397], [-1.17133, 2.91866, -2.07807], [1.48657, 2.77886, -4.69567], [1.14617, 3.08046, -2.99707], [0.73807, 4.29446, -4.21217], [7.37817, -0.67514, -2.55917], [6.28677, -0.69614, -1.82417], [6.31127, -1.12754, -0.49777], [7.43637, -1.52584, 0.06373], [5.14017, -1.12064, 0.25803], [5.24507, -1.45684, 1.54193], [3.90597, -0.73874, -0.26687], [2.40117, -0.62504, 0.81023], [2.72077, -2.04594, 1.89943], [2.71697, -2.01684, 3.28923], [2.97317, -3.17744, 3.99883], [3.21897, -4.36854, 3.33613], [3.20517, -4.40704, 1.94873], [2.94347, -3.25614, 1.23123], [2.88487, 1.00166, 1.47263], [2.37697, 2.08816, 0.75933], [2.84527, 3.36456, 1.01213], [3.80697, 3.56376, 1.99243], [4.30277, 2.48486, 2.70823], [3.86097, 1.19876, 2.44363], [3.91877, -0.29324, -1.58127], [2.35127, 0.36706, -2.36987], [5.07057, -0.26714, -2.35167], [4.99327, 0.18786, -3.59707], [2.54447, -1.09574, 3.82043], [3.00037, -3.14274, 5.07493], [3.42447, -5.26324, 3.89933], [3.41487, -5.32894, 1.42793], [2.94257, -3.27674, 0.14553], [1.61527, 1.91156, 0.00963], [2.47157, 4.20566, 0.44903], [4.17617, 4.55896, 2.18683], [5.05357, 2.64246, 3.46733], [4.28057, 0.36496, 2.98473], [-3.03903, -6.48764, 2.70173], [-2.39993, -5.26314, 2.16993], [-1.01393, -5.18094, 2.01863], [-0.44203, -4.02794, 1.52373], [-1.15343, -2.96324, 1.14583], [-2.48013, -3.03074, 1.28423], [-3.13123, -4.13484, 1.79683], [-2.58693, -7.37644, 2.26823], [-4.10903, -6.49804, 2.52083], [-2.87633, -6.54714, 3.77733], [-0.39163, -6.02244, 2.28203], [0.63167, -3.95334, 1.42883], [-3.04183, -2.16534, 0.96203], [-4.20523, -4.12144, 1.89733], [0.37567, -3.53394, -1.73607], [0.61327, -2.53214, -1.19127], [0.20807, -4.41184, -2.17917]],
  "multiplicity": 2,
  "charge": 3,
  "de_lowest_kj_mol": 174.2,
  "s2": 0.760
}

---

Entry 5:
{
  "formula": "C6H6",
  "method": "wB97M-V/def2-TZVPD",
  "symbols": ["C", "C", "C", "C", "C", "C", "H", "H", "H", "H", "H", "H"],
  "xyz": [[3.01971, 0.00374, 0.44740], [1.85506, -0.14307, 0.70278], [0.42741, -0.35020, 0.88606], [-0.24230, -0.50687, -0.44627], [-1.46937, -0.10809, -0.54631], [-2.57696, 0.54088, -0.73809], [4.05413, 0.14285, 0.24152], [-0.03476, 0.47316, 1.44360], [0.24269, -1.26532, 1.46574], [0.27731, -0.95998, -1.27803], [-2.03307, 0.71914, -1.75201], [-3.52426, 0.09694, -0.39852]],
  "charge": 0,
  "smiles": "C#CCC=C=C",
  "de_lowest_kj_mol": 540.3
}

---

Entry 6:
{
  "formula": "C11H14N3",
  "method": "wB97M-V/def2-TZVPD",
  "symbols": ["C", "C", "C", "C", "C", "C", "N", "N", "C", "C", "N", "C", "C", "C", "H", "H", "H", "H", "H", "H", "H", "H", "H", "H", "H", "H", "H", "H"],
  "xyz": [[-2.42509, 1.17725, 2.02233], [-2.08966, 0.12279, 1.26590], [-2.46612, -0.77717, 0.14954], [-2.76170, -0.22213, -1.18260], [-1.79600, 0.25423, -1.97864], [-0.47180, 0.45438, -1.44732], [-0.09129, 1.28206, -0.30334], [1.25117, 1.59012, -0.24420], [2.05010, 0.52377, -0.14975], [3.46574, 0.68184, -0.02117], [1.37969, -0.58749, -0.08150], [1.61402, -1.90730, 0.40200], [-0.03547, -0.20124, -0.17178], [-0.98405, -0.80275, 0.82378], [-1.83082, 1.51738, 2.76428], [-3.45095, 1.59462, 1.96559], [-3.02921, -1.60829, 0.40886], [-3.83656, -0.33353, -1.47055], [-2.11636, 0.73031, -2.92490], [0.30594, 0.27990, -2.20509], [1.64197, 2.59246, -0.29035], [3.98492, 1.47512, -0.58571], [3.65155, 0.72507, 1.04511], [4.07652, -0.20318, -0.38804], [1.15841, -1.99952, 1.37650], [0.89063, -2.50015, -0.29375], [2.72266, -2.06347, 0.34035], [-0.80823, -1.79507, 1.17445]],
  "charge": 1,
  "smiles": "C=C1[C@H]2C=C[C@H]3N4[NH+]=C(C)N(C)[C@]34[C@@H]12",
  "de_lowest_kj_mol": 422.7
}

---

Entry 7:
{
  "formula": "C5H5N",
  "method": "wB97M-V/def2-TZVPD",
  "symbols": ["C", "C", "C", "C", "C", "N", "H", "H", "H", "H", "H"],
  "xyz": [[-0.46951, 0.77573, 0.13220], [0.50230, -0.22331, -0.55667], [1.07356, -1.45306, 0.01148], [1.93695, -0.50129, -0.13325], [3.58045, 0.04357, -0.08499], [4.61712, 0.33552, 0.27162], [-0.43415, 1.78310, -0.37864], [0.01094, 1.00589, 1.22243], [-1.49718, 0.36222, 0.24464], [0.38676, -0.25267, -1.60658], [0.92743, -2.44686, 0.08317]],
  "charge": 0,
  "smiles": "C[C@@H]1C=C1C#N",
  "de_lowest_kj_mol": 442.8
}

---

Entry 8:
{
  "formula": "C3H5N4O",
  "method": "wB97M-V/def2-TZVPD",
  "symbols": ["C", "C", "C", "N", "N", "N", "N", "O", "H", "H", "H", "H", "H"],
  "xyz": [[2.70782, 0.87828, 1.64559], [-0.42058, -0.93968, 0.70382], [-1.14193, -0.51601, -0.46669], [2.16852, 1.43959, 0.79547], [0.23579, -1.13155, 1.60406], [-1.93091, -1.43856, -1.03719], [-0.78483, 0.61687, -0.97489], [1.37774, 2.03648, 0.10989], [3.50081, 0.34074, 2.17896], [-1.92088, -2.35017, -0.54620], [-2.49825, -1.32827, -1.87947], [-0.02042, 1.20613, -0.42358], [-1.27287, 1.18615, -1.70976]],
  "charge": 1,
  "de_lowest_kj_mol": 245.9
}

---

For reference, max |F| by record: 2.71, 6.19, 1.12, 2.74, 2.77, 4.43, 7.44, 3.34 eV Å⁻¹.